Entry 1:
This record from the Open Molecules 2025 dataset describes a cluster of 2 separate species, C2H7O2 in total at a distorted geometry. The level of theory is the ωB97M-V functional and the def2-TZVPD basis.

```
! wB97M-V def2-TZVPD RIJCOSX def2/J DEFGRID3
* xyz 0 2
C -0.203 0.141 0.274
O 0.864 0.235 -0.471
C -1.362 1.114 -0.228
H -0.026 0.408 1.319
H -0.557 -0.944 0.319
H -2.451 0.765 -0.012
H -1.145 1.265 -1.313
H -1.352 2.096 0.105
H 1.839 -0.961 -0.174
H 1.892 -2.423 0.012
O 2.502 -1.697 0.169
*
```

Properties
⟨S²⟩ = 0.75
relative energy (zero: lowest compared OMol25 entry of this formula, charge and spin) = 23.67 kcal per mole
LUMO level (spin up / spin down) = 0.82 / -2.57 eV
highest occupied orbital energy (spin up / spin down) = -10.6 / -10.5 eV

These are the natural (NBO) partial charges, in e, on atoms 1 to 8:
1. C -0.140
2. O -0.271
3. C -0.647
4. H 0.264
5. H 0.204
6. H 0.217
7. H 0.223
8. H 0.213

=====

Entry 2:
This record from the Open Molecules 2025 dataset describes a structure of composition C16H24N3O6Sr2 at a distorted geometry. The level of theory is the ωB97M-V functional and the def2-TZVPD basis.

```
! wB97M-V def2-TZVPD RIJCOSX def2/J DEFGRID3
* xyz 3 1
N -12.124 23.501 11.382
H -11.484 23.241 10.646
H -13.093 23.302 11.179
H -11.902 24.485 11.321
H -11.714 23.051 12.188
Sr -8.753 25.112 12.096
Sr -10.214 26.310 8.951
C -11.362 30.358 9.061
C -10.801 29.858 7.757
O -10.762 28.494 7.574
H -11.318 31.445 9.113
H -10.686 29.959 9.818
H -12.357 29.995 9.316
H -9.872 30.368 7.499
H -11.579 30.209 7.079
C -13.313 27.373 11.882
C -11.990 26.820 12.470
O -11.114 26.210 11.571
H -13.779 26.594 11.278
H -13.225 28.346 11.399
H -13.986 27.549 12.722
H -12.218 26.220 13.350
H -11.433 27.602 12.987
C -17.663 30.526 12.680
C -17.535 31.557 11.805
C -16.775 31.354 10.696
C -16.006 30.129 10.548
C -16.172 29.141 11.570
C -17.024 29.315 12.589
N -15.213 29.944 9.337
O -15.035 30.828 8.579
O -14.776 28.777 9.101
H -18.290 30.580 13.558
H -17.967 32.539 11.927
H -16.584 32.165 10.009
H -15.718 28.161 11.574
H -17.021 28.614 13.411
C -10.003 29.909 17.737
C -8.679 29.778 17.967
C -7.843 29.123 17.030
C -8.477 28.370 16.042
C -9.886 28.439 15.884
C -10.656 29.274 16.698
N -7.672 27.716 15.021
O -8.224 27.270 14.059
O -6.455 27.521 15.103
H -10.663 30.355 18.466
H -8.265 30.207 18.868
H -6.776 29.071 17.187
H -10.451 27.980 15.086
H -11.719 29.297 16.509
*
```

Properties
LUMO level = -12.53 eV
highest occupied orbital energy = -15.4 eV

These are the Mulliken partial charges, in e, on atoms 1 to 8:
1. N -0.214
2. H 0.393
3. H 0.370
4. H 0.087
5. H 0.355
6. Sr 1.620
7. Sr 1.530
8. C -0.476

=====

Entry 3:
This record from the Open Molecules 2025 dataset describes the molecule C11H9N5 at a distorted geometry. The level of theory is the ωB97M-V functional and the def2-TZVPD basis.

```
! wB97M-V def2-TZVPD RIJCOSX def2/J DEFGRID3
* xyz 0 1
N -2.892 2.364 2.757
N -0.561 4.049 0.153
C -2.252 1.509 2.260
C -0.340 2.912 0.044
N -2.385 -1.449 3.030
C -1.641 -0.945 2.088
C 1.197 -0.237 -1.473
C -1.488 0.433 1.654
C 0.029 1.541 -0.166
C -0.495 0.462 0.673
C 0.844 1.173 -1.257
C 0.742 -1.256 -0.659
N -0.776 -1.738 1.345
N -0.062 -0.891 0.448
C 1.391 2.197 -2.267
C 1.152 -2.683 -0.872
H -2.395 -2.452 3.220
H 1.876 -0.456 -2.295
H -0.368 -2.591 1.738
H 2.425 1.855 -2.494
H 1.355 3.219 -1.967
H 0.802 2.124 -3.208
H 1.683 -2.833 -1.821
H 0.312 -3.345 -0.852
H 1.845 -2.965 -0.078
*
```

Properties
SMILES string = [H]/N=c1\[nH]n2c(C)cc(C)c(C#N)c2c1C#N
relative energy (zero: lowest compared OMol25 entry of this formula, charge and spin) = 6.46 kcal per mole
LUMO level = -0.66 eV
highest occupied orbital energy = -8.0 eV

These are the natural (NBO) partial charges, in e, on atoms 1 to 8:
1. N -0.292
2. N -0.270
3. C 0.282
4. C 0.271
5. N -0.747
6. C 0.427
7. C -0.333
8. C -0.326

=====

Entry 4:
This record from the Open Molecules 2025 dataset describes a structure of composition C56H45Br2F7N3O3PSbSn. The level of theory is the ωB97M-V functional and the def2-TZVPD basis.

```
! wB97M-V def2-TZVPD RIJCOSX def2/J DEFGRID3
* xyz 1 1
Sn 0.237 0.695 -0.451
C -5.795 4.997 3.225
C -4.383 5.377 2.778
C -4.486 6.550 1.795
C -3.584 5.821 4.011
C -3.658 4.209 2.111
C -2.393 4.400 1.573
C -1.739 3.331 0.998
Br 0.021 3.617 0.328
C -2.269 2.046 0.895
O -1.591 1.032 0.347
C -3.550 1.839 1.448
C -4.195 2.925 2.034
C -4.199 0.451 1.411
C -5.573 0.447 2.083
C -4.395 0.006 -0.046
C -3.324 -0.556 2.179
H -6.286 5.872 3.651
H -5.785 4.219 3.990
H -6.403 4.650 2.388
H -5.001 7.389 2.266
H -5.048 6.262 0.905
H -3.506 6.902 1.474
H -4.095 6.637 4.523
H -2.589 6.174 3.732
H -3.472 4.996 4.718
H -1.908 5.366 1.604
H -5.170 2.757 2.460
H -6.274 1.120 1.587
H -5.516 0.719 3.139
H -5.990 -0.559 2.024
H -5.105 0.665 -0.549
H -4.800 -1.008 -0.073
H -3.463 0.015 -0.604
H -3.164 -0.219 3.206
H -2.354 -0.692 1.702
H -3.826 -1.524 2.231
F -2.794 -2.950 -5.574
C -1.784 -2.844 -4.723
C -0.482 -2.973 -5.164
F -0.237 -3.211 -6.446
C 0.568 -2.871 -4.260
F 1.793 -3.045 -4.764
C 0.365 -2.601 -2.916
P 1.681 -2.223 -1.692
C 3.171 -1.939 -2.706
C 3.283 -0.670 -3.270
C 4.349 -0.353 -4.097
C 5.343 -1.293 -4.329
C 5.257 -2.549 -3.743
C 4.170 -2.878 -2.944
C 1.958 -3.855 -0.927
C 2.969 -3.946 0.033
C 3.232 -5.142 0.678
C 2.464 -6.265 0.396
C 1.449 -6.182 -0.542
C 1.202 -4.987 -1.208
C -0.964 -2.498 -2.500
Br -1.409 -2.136 -0.697
C -2.023 -2.615 -3.375
F -3.284 -2.501 -2.970
H 2.524 0.079 -3.065
H 4.405 0.629 -4.550
H 6.178 -1.052 -4.972
H 6.026 -3.286 -3.929
H 4.096 -3.873 -2.527
H 3.579 -3.072 0.240
H 4.036 -5.208 1.402
H 2.653 -7.196 0.912
H 0.846 -7.052 -0.765
H 0.414 -4.945 -1.950
N 1.077 -1.474 1.991
C 0.601 -2.318 2.692
C 0.068 -3.274 3.458
C -1.167 -3.013 4.128
N -2.147 -2.792 4.684
C 0.805 -4.477 3.686
N 1.410 -5.429 3.904
C 4.138 -2.451 6.547
C 3.890 -3.147 5.371
C 3.405 -2.474 4.260
C 3.157 -1.107 4.354
C 3.396 -0.403 5.531
C 3.897 -1.087 6.629
Sb 2.380 -0.078 2.729
C 1.184 1.496 3.322
C 1.778 2.726 3.593
C 0.972 3.767 4.030
C -0.396 3.576 4.165
C -0.978 2.349 3.874
C -0.188 1.291 3.453
C 3.787 0.312 1.272
C 3.650 1.429 0.451
C 4.639 1.697 -0.481
C 5.745 0.862 -0.577
C 5.882 -0.238 0.259
C 4.906 -0.516 1.202
H 4.515 -2.981 7.411
H 4.056 -4.214 5.321
H 3.195 -3.027 3.352
H 3.172 0.654 5.610
H 4.079 -0.558 7.553
H 2.842 2.883 3.464
H 1.412 4.730 4.250
H -1.023 4.397 4.487
H -2.049 2.220 3.949
H -0.653 0.344 3.204
H 2.787 2.081 0.526
H 4.539 2.552 -1.136
H 6.512 1.074 -1.307
H 6.751 -0.877 0.179
H 5.034 -1.349 1.882
F -0.251 2.239 -5.035
C 0.639 1.375 -4.545
F 0.458 0.194 -5.136
F 1.863 1.811 -4.843
C 0.454 1.261 -3.015
O 1.071 2.036 -2.267
O -0.332 0.374 -2.595
*
```

Properties
relative energy (zero: lowest compared OMol25 entry of this formula, charge and spin) = 0.00 kcal per mole
LUMO level = -3.61 eV
highest occupied orbital energy = -10.2 eV

These are the Mulliken partial charges, in e, on atoms 1 to 8:
1. Sn 2.461
2. C -2.151
3. C 1.910
4. C -1.699
5. C -1.601
6. C -0.139
7. C -0.517
8. C 0.198

=====

Entry 5:
This record from the Open Molecules 2025 dataset describes a cluster of 2 separate species, C6H14NO in total at a distorted geometry. The level of theory is the ωB97M-V functional and the def2-TZVPD basis.

```
! wB97M-V def2-TZVPD RIJCOSX def2/J DEFGRID3
* xyz 2 2
C -1.076 -1.811 -0.260
C -1.328 -0.814 -1.408
C -0.736 0.519 -1.228
C -0.980 1.406 -0.220
C -0.200 2.595 -0.076
C 1.064 2.781 0.308
N 0.459 -1.926 -0.076
H -1.581 -2.741 -0.501
H -1.478 -1.488 0.701
H -0.960 -1.181 -2.385
H -2.411 -0.739 -1.619
H -0.133 0.889 -2.072
H -1.734 1.374 0.549
H -0.812 3.512 -0.178
H 1.670 1.929 0.592
H 1.650 3.694 0.474
H 0.896 -1.561 -0.937
H 0.809 -2.879 -0.019
H 0.652 -1.359 0.754
H 1.914 0.008 2.631
H 2.486 -1.342 2.751
O 1.831 -0.864 2.219
*
```

Properties
⟨S²⟩ = 0.77
relative energy (zero: lowest compared OMol25 entry of this formula, charge and spin) = 11.42 kcal per mole
LUMO level (spin up / spin down) = -8.15 / -12.24 eV
highest occupied orbital energy (spin up / spin down) = -19.0 / -18.9 eV

These are the natural (NBO) partial charges, in e, on atoms 1 to 8:
1. C -0.213
2. C -0.540
3. C 0.036
4. C -0.119
5. C -0.160
6. C -0.108
7. N -0.697
8. H 0.275

=====

Entry 6:
This record from the Open Molecules 2025 dataset describes a structure of composition C10H20BCuF4NO5 at a distorted geometry. The level of theory is the ωB97M-V functional and the def2-TZVPD basis.

```
! wB97M-V def2-TZVPD RIJCOSX def2/J DEFGRID3
* xyz 1 1
C 2.103 0.564 1.833
O 0.761 0.161 1.815
C 0.231 -0.442 0.636
C -0.552 -1.697 1.096
C -1.211 -1.556 2.441
F -0.345 -1.949 3.436
C 1.248 -0.970 -0.378
C 1.982 -0.052 -1.367
C 3.501 0.045 -1.225
O 4.102 -1.191 -1.461
C -0.810 0.561 0.045
N -1.130 0.232 -1.351
C -2.506 0.360 -1.715
O -3.147 -0.907 -1.568
C -4.199 -0.939 -0.718
F -5.140 0.009 -1.022
F -3.799 -0.684 0.564
F -4.754 -2.165 -0.763
B -0.527 2.087 0.373
O -0.202 3.006 -0.701
O -0.685 2.638 1.596
H 2.802 -0.259 1.736
H 2.278 1.017 2.798
H 2.296 1.334 1.079
H 0.098 -2.563 1.083
H -1.306 -1.883 0.339
H -2.080 -2.203 2.487
H -1.549 -0.545 2.633
H 0.686 -1.673 -0.974
H 1.997 -1.565 0.125
H 1.824 -0.426 -2.372
H 1.577 0.987 -1.360
H 3.803 0.469 -0.273
H 3.863 0.718 -2.003
H 4.129 -1.692 -0.648
H -1.725 0.354 0.591
H -0.549 0.721 -2.005
H -2.579 0.638 -2.757
H -3.029 1.117 -1.139
H 0.754 2.998 -0.838
H 0.150 2.712 2.058
Cu 1.639 2.629 -2.125
*
```

Properties
relative energy (zero: lowest compared OMol25 entry of this formula, charge and spin) = 0.00 kcal per mole
LUMO level = -6.73 eV
highest occupied orbital energy = -12.7 eV

These are the natural (NBO) partial charges, in e, on atoms 1 to 8:
1. C -0.240
2. O -0.556
3. C 0.330
4. C -0.464
5. C 0.055
6. F -0.360
7. C -0.465
8. C -0.348

=====

Which formula does entry 3 have? C11H9N5